Record 1
ORCA calculation (ωB97M-V with the def2-TZVPD basis set) on a single C2HN3O3 molecule in a non-equilibrium geometry.

E_tot (eV): -12697.864
Energy relative to the best compared isomer or geometry (same formula, charge and spin) (eV): 6.257
Highest occupied orbital energy (Ha): -0.42732
HOMO-LUMO gap (eV): 10.64

Each line ends with the Mulliken charge.
Element x y z (Å)
C 2.319214 0.969193 -0.361362  0.381
C 0.479662 -0.707662 -0.236465  0.171
N 3.422403 1.112441 -0.604872  -0.389
N 1.023090 0.695070 -0.095126  -0.102
N 0.285654 1.909649 0.329764  1.081
O 1.097436 -1.654290 -0.580719  -0.383
O 0.867760 2.950696 0.276486  -0.509
O -0.853286 1.717918 0.693228  -0.586
H -0.578418 -0.483632 -0.012699  0.336

Forces on atoms 1 to 6 (eV/Å):
-1.13 -0.49 0.16
-1.02 2.23 0.20
1.24 0.22 -0.26
1.28 0.05 -0.17
-1.07 -0.58 0.21
-0.16 0.94 0.39

---

Record 2
ORCA calculation (ωB97M-V with the def2-TZVPD basis set) on a gas-phase ion, C2HN5O3S (charge +2) in a non-equilibrium geometry.

E_tot (eV): -26487.817
Energy relative to the best compared isomer or geometry (same formula, charge and spin) (eV): 0.000
Net charge: +2
Highest occupied orbital energy (Ha): -0.76211
HOMO-LUMO gap (eV): 6.01

Each line ends with the Mulliken charge.
Element x y z (Å)
C -2.414823 -1.310902 1.775692  0.216
C 0.642119 0.315067 -0.092798  0.460
N -2.833245 -1.229907 2.817840  -0.066
N 2.403803 1.640174 -0.445165  0.084
N 2.417044 0.852234 -1.404022  -0.132
N 1.210709 1.381383 0.323127  0.132
N 1.339245 0.034263 -1.430470  0.973
O 1.051285 -0.758527 -2.279980  -0.161
O -0.358608 -0.199004 0.284956  -0.370
O -2.734422 -1.012436 -0.774760  -0.193
S -1.755467 -1.584659 0.036745  0.768
H 1.032359 1.872311 1.188831  0.290

Forces on atoms 1 to 6 (eV/Å):
2.59 -0.61 -5.28
-2.03 0.04 -0.42
-1.32 0.28 3.26
-1.66 -1.04 0.35
2.87 1.33 -2.06
2.48 1.23 -0.20

---

Record 3
ORCA calculation (ωB97M-V with the def2-TZVPD basis set) on a molecular structure, C2HN9SbSe4Sn in a non-equilibrium geometry.

E_tot (eV): -289243.823
Net charge: -1
Highest occupied orbital energy (spin up / spin down) (Ha): -0.21594 / -0.21581
HOMO-LUMO gap (spin up / spin down) (eV): 6.04 / 4.66

Each line ends with the Mulliken charge.
Element x y z (Å)
Sn 0.280004 0.336521 0.447898  0.510
N -2.102151 -1.631912 -2.340802  -0.253
C -0.996990 -0.855581 -2.712557  0.154
N -0.419887 -0.582596 -4.025211  -0.341
N 0.928433 -0.258813 -3.898141  -0.315
N 1.331710 0.172372 -2.709338  -0.169
N 0.209325 -0.290186 -1.664471  -0.060
C -2.343228 -1.093156 -1.114644  0.370
N -3.823444 -1.661608 -0.627209  -0.159
N -3.913822 -1.603157 0.597833  -0.254
N -2.437113 -1.327346 1.278856  -0.266
N -1.482664 -0.769852 -0.142698  -0.187
H -2.697200 -1.276197 -3.506219  0.471
Se 3.662343 -4.979308 1.840076  -0.460
Sb 3.093042 -2.856215 2.959363  0.656
Se 5.484837 -1.355880 2.751101  -0.274
Se 2.484045 -2.847915 5.204473  -0.470
Se 1.493753 -1.459993 1.232484  0.046

Forces on atoms 1 to 6 (eV/Å):
-2.13 1.60 -2.35
1.14 4.20 -6.17
9.12 2.80 -2.12
-1.10 -2.44 4.88
-0.93 2.71 2.85
-4.80 -3.92 -0.24

---

Record 4
ORCA calculation (ωB97M-V with the def2-TZVPD basis set) on a single C2HNO2 molecule in a non-equilibrium geometry.

E_tot (eV): -7674.300
Energy relative to the best compared isomer or geometry (same formula, charge and spin) (eV): 0.811
Highest occupied orbital energy (Ha): -0.45286
HOMO-LUMO gap (eV): 12.15

Each line ends with the Mulliken charge.
Element x y z (Å)
C 0.462232 -0.159251 0.076566  0.657
C -1.004190 0.062173 0.032129  0.073
H 0.630809 1.795295 -0.117798  0.336
N -2.129081 0.015496 -0.027626  -0.241
O 1.172421 1.020873 -0.007294  -0.442
O 1.018143 -1.186035 -0.035330  -0.383

Forces on the atoms, in the same order (eV/Å):
0.61 2.75 -1.52
2.77 -0.90 0.53
-0.67 0.48 0.09
-2.65 0.26 -0.16
0.07 -1.48 0.45
-0.13 -1.11 0.60

---

Record 5
ORCA calculation (ωB97M-V with the def2-TZVPD basis set) on a single C2HNO2S molecule in a non-equilibrium geometry.

E_tot (eV): -18507.613
Energy relative to the best compared isomer or geometry (same formula, charge and spin) (eV): 3.205
Highest occupied orbital energy (Ha): -0.37739
HOMO-LUMO gap (eV): 10.09

Each line ends with the Mulliken charge.
Element x y z (Å)
C -0.530478 0.234608 -1.695672  0.018
C 0.145266 -0.956298 0.356168  0.719
N -0.134944 -0.629660 -0.990014  -0.162
O 0.272720 -2.071445 0.814615  -0.470
O 0.113025 0.103946 1.121074  -0.286
S -0.189465 1.689841 0.783873  0.054
H 0.323876 1.629009 -0.390044  0.127

Forces on atoms 1 to 6 (eV/Å):
0.15 -0.81 -0.36
-0.86 -2.65 0.40
-0.04 0.35 -0.18
0.11 2.02 -1.30
0.63 0.25 1.78
-0.81 0.34 1.32

---

Record 6
ORCA calculation (ωB97M-V with the def2-TZVPD basis set) on a molecular structure, C2HNO3 in a non-equilibrium geometry.

E_tot (eV): -9717.526
Energy relative to the best compared isomer or geometry (same formula, charge and spin) (eV): 4.116
Net charge: -2
Highest occupied orbital energy (Ha): 0.04805
HOMO-LUMO gap (eV): 3.05

Each line ends with the Mulliken charge.
Element x y z (Å)
C -14.443537 -1.304833 -0.096838  0.603
C -15.624862 0.805531 0.194907  0.453
N -15.256989 -0.493936 0.235019  -0.214
O -14.565495 1.681258 -1.098685  -0.846
O -13.781645 -2.263925 -0.273473  -0.489
O -16.474062 1.352491 0.844412  -0.507
H 7.172853 0.047813 -0.036906  -1.000

Forces on atoms 1 to 6 (eV/Å):
-0.07 -0.66 0.25
2.81 5.45 -4.35
0.08 -1.53 0.44
-3.24 -2.97 4.05
-0.12 0.78 -0.19
0.50 -1.06 -0.20

---

Record 7
ORCA calculation (ωB97M-V with the def2-TZVPD basis set) on 2 unconnected molecules or ions with the total composition C2HNO3P in a non-equilibrium geometry.

E_tot (eV): -19010.343
Energy relative to the best compared isomer or geometry (same formula, charge and spin) (eV): 0.000
Net charge: -1
Highest occupied orbital energy (spin up / spin down) (Ha): -0.03253 / -0.15332
2S+1: 3
HOMO-LUMO gap (spin up / spin down) (eV): 4.65 / 7.73

Each line ends with the Mulliken spin population.
Element x y z (Å)
C -1.145357 -0.458324 -0.151003  0.828
C -0.840209 -3.633082 -1.026894  0.257
N -0.570957 0.019923 -1.179865  0.393
O -0.777216 -4.443327 -0.207329  -0.120
O -0.897269 -2.870218 -1.892985  -0.070
O -2.712771 -2.017775 1.456930  0.180
P -1.289128 -1.736545 0.989032  0.516
H -0.156604 0.918114 -1.097205  0.016

Forces on atoms 1 to 6 (eV/Å):
-1.06 0.36 -0.32
-0.09 0.28 -0.18
0.38 -0.71 0.62
0.15 -1.08 0.29
0.05 -0.02 -0.59
0.37 0.54 -0.12

---

Record 8
ORCA calculation (ωB97M-V with the def2-TZVPD basis set) on a molecular structure, C2HNO3S in a non-equilibrium geometry.

E_tot (eV): -20551.882
Energy relative to the best compared isomer or geometry (same formula, charge and spin) (eV): 2.324
Highest occupied orbital energy (spin up / spin down) (Ha): -0.26915 / -0.38445
2S+1: 3
HOMO-LUMO gap (spin up / spin down) (eV): 6.95 / 8.20

Each line ends with the Mulliken spin population.
Element x y z (Å)
C -0.950515 1.140325 0.014158  0.059
C 0.016416 0.273910 -0.447356  0.443
N -1.100188 -0.263304 0.403336  0.340
O -1.494821 2.203955 0.131224  0.050
O 1.991956 -1.609152 0.699936  0.384
O 0.880080 -0.208807 -1.218591  -0.029
S 2.184153 -0.337041 0.065066  0.750
H -1.527078 -1.199889 0.352230  0.004

Forces on atoms 1 to 6 (eV/Å):
-0.77 1.43 -0.61
-6.08 0.41 2.06
2.63 -0.30 -0.59
0.38 -1.18 0.07
-0.14 -1.13 0.63
3.04 -0.63 0.02

---

Record 9
ORCA calculation (ωB97M-V with the def2-TZVPD basis set) on a single C2HNO4 molecule in a non-equilibrium geometry.

E_tot (eV): -11769.278
Energy relative to the best compared isomer or geometry (same formula, charge and spin) (eV): 0.000
Highest occupied orbital energy (Ha): -0.41500
HOMO-LUMO gap (eV): 11.64

Each line ends with the Mulliken charge.
Element x y z (Å)
C -0.995562 -0.375372 -0.059545  0.501
C 1.235616 -0.384251 -0.034458  0.667
H -0.930739 1.607422 0.427700  0.283
N -0.537224 0.919481 -0.189034  -0.063
O -2.127291 -0.773177 -0.005094  -0.491
O 0.858841 0.918596 -0.022849  -0.203
O 2.362926 -0.740856 -0.030773  -0.449
O 0.133433 -1.171843 -0.085946  -0.245

Forces on atoms 1 to 6 (eV/Å):
-1.24 -0.73 -0.10
0.98 0.00 -0.19
-0.30 0.24 0.15
-0.10 0.21 -0.06
1.50 0.53 0.02
-0.08 -0.12 0.00

---

Record 10
ORCA calculation (ωB97M-V with the def2-TZVPD basis set) on 2 unconnected molecules or ions with the total composition C2HNO4 in a non-equilibrium geometry.

E_tot (eV): -11763.660
Energy relative to the best compared isomer or geometry (same formula, charge and spin) (eV): 5.618
Highest occupied orbital energy (spin up / spin down) (Ha): -0.35244 / -0.35271
HOMO-LUMO gap (spin up / spin down) (eV): 7.88 / 7.89

Each line ends with the Mulliken charge.
Element x y z (Å)
C 0.963242 -0.133320 -0.231244  0.392
C 0.439638 1.122837 -0.456644  0.377
N -1.050517 -0.564606 0.139889  0.630
O 1.288260 -1.114218 -0.844545  -0.488
O -1.113139 -1.722598 -0.153492  -0.456
O -1.768325 0.093990 0.796982  -0.480
O -0.051976 2.112859 -0.172330  -0.202
H 1.292815 0.205058 0.921384  0.227

Forces on atoms 1 to 6 (eV/Å):
1.57 -1.72 2.30
-1.85 2.40 -0.14
1.47 -1.10 -0.37
0.53 0.40 -0.13
-0.06 0.38 -0.20
-1.52 1.23 0.98

---

Record 11
ORCA calculation (ωB97M-V with the def2-TZVPD basis set) on a single C2HNO4 molecule in a non-equilibrium geometry.

E_tot (eV): -11768.138
Energy relative to the best compared isomer or geometry (same formula, charge and spin) (eV): 1.140
Highest occupied orbital energy (Ha): -0.39689
HOMO-LUMO gap (eV): 11.16

Each line ends with the Mulliken charge.
Element x y z (Å)
C -0.964088 -0.444501 -0.143466  0.469
C 1.310597 -0.308827 -0.154879  0.688
H -0.965178 1.627898 0.602973  0.280
N -0.676884 1.003109 -0.129241  -0.066
O -2.014020 -0.992443 0.131636  -0.467
O 0.689704 1.028115 -0.132949  -0.244
O 2.376754 -0.771697 0.181480  -0.431
O 0.243118 -1.141656 -0.355552  -0.229

Forces on atoms 1 to 6 (eV/Å):
-2.19 0.23 1.97
-1.09 -0.48 2.15
-0.64 -0.43 0.60
-0.30 -4.02 -1.48
2.58 1.39 -1.25
5.14 -0.76 -0.11

---

Record 12
ORCA calculation (ωB97M-V with the def2-TZVPD basis set) on 2 unconnected molecules or ions with the total composition C2HNS3 in a non-equilibrium geometry.

E_tot (eV): -36083.524
Energy relative to the best compared isomer or geometry (same formula, charge and spin) (eV): 0.931
Highest occupied orbital energy (Ha): -0.31668
HOMO-LUMO gap (eV): 8.52

Each line ends with the Mulliken charge.
Element x y z (Å)
C -0.403535 -1.574343 0.171582  -0.010
C 1.195031 1.354015 -0.295315  0.402
N -1.086634 -0.621351 0.078200  -0.204
S 1.449256 0.927725 1.180995  -0.223
S 0.704724 1.757126 -1.713496  -0.200
S -2.025470 0.600984 0.410432  -0.154
H 0.166631 -2.444157 0.167600  0.390

Forces on atoms 1 to 6 (eV/Å):
-1.88 2.74 -0.82
-0.54 0.04 0.18
1.57 -3.11 1.26
0.50 0.30 -0.44
0.53 -0.07 0.29
-0.79 0.93 -0.35